1.
The following is a DFT calculation (the ωB97M-V functional and the def2-TZVPD basis) of a single C4H7NO2S molecule.

Properties
**Structure (SMILES)**: C=NOC[C@@H](O)C=S
**Total energy**: -759.91894 a.u.
**Kohn-Sham gap**: 8.57 eV
**ΔE to the lowest compared entry with this formula, charge and spin**: 4.289 eV

CARTESIAN COORDINATES (ANGSTROEM)
C: 2.19943 -1.15793 1.02466
N: 1.13140 -0.48330 1.11766
O: 0.02342 -1.38933 1.10471
C: -1.18749 -0.61852 1.18845
C: -1.24982 0.48599 0.15001
O: -0.66383 1.66590 0.66112
C: -0.76216 0.03962 -1.15409
S: 0.26727 0.75874 -2.12480
H: 2.09384 -2.26818 1.08025
H: 3.17974 -0.66645 0.93847
H: -1.23884 -0.16847 2.19922
H: -1.96939 -1.36790 1.03451
H: -2.34744 0.61987 0.14371
H: 0.23454 1.45116 0.77748
H: -1.02495 -1.06435 -1.38124



2.
The following is a DFT calculation (the ωB97M-V functional and the def2-TZVPD basis) of a single C6H10O molecule.

Properties
**Total energy**: -309.75678 a.u.
**Kohn-Sham gap**: 10.52 eV
**ΔE to the lowest compared entry with this formula, charge and spin**: 2.329 eV

CARTESIAN COORDINATES (ANGSTROEM)
C: 2.02706 0.09592 0.67018
C: 0.54744 0.15518 0.32096
C: 0.07876 0.72025 -1.03023
C: -1.11333 -0.04706 -0.51506
O: -2.24286 -0.13726 -1.29374
C: -0.90041 0.49212 0.92247
C: -0.25531 -1.22080 -0.08198
H: 2.55399 1.05616 0.66106
H: 2.18184 -0.38138 1.63424
H: 2.53461 -0.52513 -0.08692
H: 0.53646 0.29087 -1.92951
H: -0.08504 1.79761 -1.15579
H: -3.02532 0.01811 -0.77018
H: -1.40564 -0.14229 1.68084
H: -1.01783 1.53943 1.15909
H: -0.76558 -1.94340 0.59624
H: 0.35117 -1.76832 -0.78165



3.
The following is a DFT calculation (the ωB97M-V functional and the def2-TZVPD basis) of a molecular structure, C18H20N4O4S2V.

Properties
**⟨S²⟩**: 3.77
**Multiplicity**: 4
**Total energy**: -2958.34228 a.u.
**Kohn-Sham gap (spin up / spin down)**: 5.17 / 7.55 eV
**ΔE to the lowest compared entry with this formula, charge and spin**: 1.303 eV

CARTESIAN COORDINATES (ANGSTROEM)
V: 0.31929 -0.31181 -0.24977
O: 1.65774 -1.47494 0.21321
N: 1.75190 -2.61375 -0.42608
C: 2.96311 -3.19525 -0.56961
C: 3.10319 -4.35706 -1.27811
C: 1.97701 -4.95256 -1.85867
C: 0.74868 -4.34382 -1.71006
C: 0.62832 -3.15388 -0.98909
S: -0.83802 -2.31313 -0.73924
H: 3.77992 -2.66061 -0.10680
H: 4.08296 -4.78980 -1.38708
H: 2.07258 -5.87521 -2.40782
H: -0.14954 -4.74805 -2.14799
S: -0.26658 0.44572 1.87616
C: -1.91362 0.85878 1.75546
N: -2.26191 2.14967 2.10559
C: -3.54920 2.58676 2.09909
C: -4.55824 1.74808 1.75308
C: -4.25318 0.40900 1.40307
C: -2.94909 -0.01959 1.41418
H: -1.50525 2.76599 2.37079
H: -3.70822 3.62029 2.36560
H: -5.57739 2.09661 1.74455
H: -5.05041 -0.26287 1.13474
H: -2.68755 -1.03435 1.15314
C: 1.15215 3.54008 -3.45491
C: 2.39807 2.68502 -3.64765
C: 2.11916 1.17044 -3.50686
C: 3.43672 0.38335 -3.66137
C: 3.19690 -1.12013 -3.56979
C: 1.15781 0.78605 -4.61855
O: 1.48154 0.73716 -5.78090
N: -0.13598 0.54421 -4.23250
C: -0.60217 0.38152 -2.92585
O: -1.76760 0.12354 -2.70725
N: 0.30009 0.52308 -1.93491
C: 1.57559 0.90478 -2.11421
O: 2.27795 1.02087 -1.11439
H: 1.40936 4.59121 -3.55182
H: 0.72168 3.38653 -2.46662
H: 0.39533 3.30836 -4.20089
H: 3.14841 2.95894 -2.90367
H: 2.81139 2.85604 -4.64390
H: 4.11262 0.69620 -2.86183
H: 3.88287 0.63093 -4.62614
H: 2.73751 -1.37570 -2.61328
H: 4.13734 -1.66005 -3.64802
H: 2.54325 -1.45518 -4.37380
H: -0.81122 0.34617 -4.96457



4.
The following is a DFT calculation (the ωB97M-V functional and the def2-TZVPD basis) of 2 unconnected molecules or ions with the total composition C5H14N2O3.

Properties
**Structure (SMILES)**: NC(N)(O)CO.CC(C)=O
**Total energy**: -534.10895 a.u.
**Kohn-Sham gap**: 8.87 eV
**ΔE to the lowest compared entry with this formula, charge and spin**: 1.892 eV

CARTESIAN COORDINATES (ANGSTROEM)
N: 2.46368 1.15177 1.25106
C: 1.54728 0.22729 0.69002
N: 2.06209 -0.29902 -0.51241
O: 1.14498 -0.72358 1.58237
C: 0.11174 1.32821 0.27164
O: 0.62380 2.15813 -0.75741
H: 3.42186 0.83741 1.15564
H: 2.24621 1.33645 2.22096
H: 1.45573 -1.02755 -0.87817
H: 2.16327 0.44214 -1.19948
H: 0.67014 -1.43417 1.06175
H: -0.90855 1.10344 -0.02151
H: -0.00587 1.88206 1.21092
H: 1.43495 2.55223 -0.41227
C: -2.30492 -0.99827 0.65387
C: -1.29899 -1.20406 -0.44476
C: -1.65559 -0.71752 -1.82166
O: -0.31918 -1.94140 -0.27684
H: -1.85310 -1.17832 1.63174
H: -2.72571 0.00800 0.61921
H: -3.11168 -1.71628 0.51034
H: -2.60349 -0.18374 -1.85338
H: -1.68445 -1.56564 -2.51058
H: -0.87422 -0.03756 -2.17106



5.
The following is a DFT calculation (the ωB97M-V functional and the def2-TZVPD basis) of a single CH2N4O2 molecule.

Properties
**Structure (SMILES)**: N#CN(N)[N+](=O)[O-]
**Total energy**: -408.59518 a.u.
**Kohn-Sham gap**: 9.70 eV
**ΔE to the lowest compared entry with this formula, charge and spin**: 5.180 eV

CARTESIAN COORDINATES (ANGSTROEM)
N: -0.96017 -2.83931 1.62162
C: -1.04872 -1.97774 0.90924
N: -1.05172 -0.92412 0.17438
N: -0.01533 -0.06451 -0.18201
N: -2.45101 -0.50811 -0.77107
O: -3.37633 -1.26259 -0.95802
O: -2.23810 0.55375 -1.24556
H: 0.00090 0.88044 0.26922
H: -0.14511 -0.06171 -1.20085



6.
The following is a DFT calculation (the ωB97M-V functional and the def2-TZVPD basis) of a molecular structure, C30H30FFeN2O4PS2.

Properties
**⟨S²⟩**: 8.76
**Multiplicity**: 6
**Total energy**: -4072.94723 a.u.
**Kohn-Sham gap (spin up / spin down)**: 8.03 / 6.99 eV
**ΔE to the lowest compared entry with this formula, charge and spin**: 0.402 eV
**Net charge**: +1

CARTESIAN COORDINATES (ANGSTROEM)
Fe: 0.67654 0.60480 0.18072
C: 3.38257 -5.56008 -2.71429
C: 2.10857 -5.84589 -1.93257
C: 1.11283 -6.61558 -2.78373
C: -0.15523 -6.90137 -2.00157
C: -0.75067 -5.61273 -1.51094
C: -2.10403 -5.48091 -1.31733
C: -2.64119 -4.27961 -0.85486
F: -3.96428 -4.20551 -0.68508
C: -1.85980 -3.19810 -0.57862
C: -0.47423 -3.30880 -0.77244
C: 0.36810 -2.17112 -0.47131
O: -0.19097 -1.10360 -0.03672
C: 1.74906 -2.33690 -0.65252
C: 2.22492 -3.54701 -1.11433
N: 1.46600 -4.58750 -1.43041
C: 0.08400 -4.50689 -1.24528
C: 2.79092 -1.29422 -0.35270
O: 3.95044 -1.61161 -0.22865
O: 2.36419 -0.05568 -0.25200
H: 3.69157 -6.48101 -3.20640
H: 4.21371 -5.24143 -2.08853
H: 3.20746 -4.80794 -3.48500
H: 2.34724 -6.43845 -1.04437
H: 1.58626 -7.54391 -3.10103
H: 0.88683 -6.03887 -3.68541
H: 0.07943 -7.54273 -1.14636
H: -0.88256 -7.43876 -2.60881
H: -2.77128 -6.30835 -1.52226
H: -2.28558 -2.27085 -0.22356
H: 3.29297 -3.65003 -1.22665
S: -2.22040 1.91503 1.30497
P: -1.47706 3.03143 -0.09870
S: 0.05464 2.12523 -1.25371
C: -2.67159 3.50763 -1.37224
C: -2.27746 3.88817 -2.65312
C: -3.22592 4.32211 -3.56519
C: -4.56420 4.38315 -3.20261
C: -4.95775 4.00676 -1.92712
C: -4.01472 3.56713 -1.01035
C: -0.73398 4.57977 0.47953
C: 0.24962 5.25041 -0.24302
C: 0.72662 6.47115 0.20918
C: 0.22220 7.02835 1.37572
C: -0.75896 6.36280 2.09657
C: -1.23693 5.13881 1.65265
H: -1.23623 3.84189 -2.94493
H: -2.91900 4.61271 -4.56108
H: -5.30171 4.72241 -3.91797
H: -6.00122 4.04967 -1.64499
H: -4.31601 3.25385 -0.01933
H: 0.65085 4.82090 -1.15128
H: 1.49457 6.98753 -0.35126
H: 0.59594 7.98218 1.72399
H: -1.15235 6.79506 3.00722
H: -1.99293 4.60606 2.21623
C: 0.03629 2.32600 4.21398
N: 1.24847 1.49932 4.16821
C: 2.04860 1.31955 5.38297
C: 1.55866 0.92170 3.03114
C: 2.76967 0.05307 2.88422
O: 0.79513 1.11275 2.03296
H: -0.03096 2.78952 5.19238
H: -0.84411 1.71346 4.03302
H: 0.07301 3.09106 3.44043
H: 1.59947 1.90697 6.17626
H: 3.06820 1.67004 5.23588
H: 2.06142 0.27604 5.69314
H: 3.45413 0.10454 3.72238
H: 3.28663 0.32750 1.96596
H: 2.43559 -0.98108 2.77093



Number 1: strongest force on any atom 2.86 eV/A. Number 2: strongest force on any atom 2.15 eV/A. Number 3: strongest force on any atom 2.73 eV/A. Number 4: strongest force on any atom 3.52 eV/A. Number 5: strongest force on any atom 4.76 eV/A. Number 6: strongest force on any atom 0.74 eV/A.